Entry from OMol25: a 2-piece molecular cluster, C6H14O overall at a distorted geometry (ωB97M-V/def2-TZVPD).

XYZ file:
```
21
Properties=species:S:1:pos:R:3
C -0.68303 0.09559 2.55707
C -0.45660 -0.01353 1.25888
C 0.87645 -0.50730 0.73455
C 1.68593 0.60860 0.05815
C -1.52534 0.47965 0.28552
C -1.61384 -0.28008 -1.03016
H -0.00811 -0.18572 3.35173
H -1.63986 0.47872 2.89925
H 0.65645 -1.31060 0.02753
H 1.42101 -0.83067 1.56121
H 2.19254 1.35237 0.69102
H 1.01930 1.19860 -0.56835
H 2.60166 0.15372 -0.34052
H -1.40237 1.55153 0.16159
H -2.47465 0.32102 0.80427
H -0.98942 0.10857 -1.83162
H -2.61646 -0.23560 -1.41899
H -1.38406 -1.31986 -0.90532
O 1.21547 -0.87048 -2.82916
H 2.06853 -0.67976 -3.21742
H 1.05637 -0.11477 -2.24922
```

As for the largest force on an atom: 2.105 eV/A. The relative energy (zero: lowest compared OMol25 entry of this formula, charge and spin) is 1.2739 eV. The molar mass comes out at 102.18 g/mol. Its HOMO energy is -9.27 eV. The LUMO energy is 0.8852 eV. The calculation puts the total energy at -8495.6184 eV. The orbital gap is 10.155 eV. As for the SMILES: C=C(CC)CC.O. The total charge is 0.

Atomic partial charges in e from the Löwdin method, atoms 1 to 2: 0.036 -0.330